{"formula": "C3H3CsFO2", "method": "ωB97M-V/def2-TZVPD", "relative_energy_kj_mol": 30.58, "total_charge": 1, "gap_ev": 9.0, "molar_mass_g_mol": 222.96, "e_homo_ha": -0.471, "elements": ["F", "H", "O", "C", "C", "O", "C", "Cs", "H", "H"], "xyz": [[0.93873, 0.19511, -2.07100], [-0.80997, -0.21322, -2.10012], [-0.39430, 0.99416, -0.33942], [-0.07763, 0.74316, 0.91814], [-0.13022, -0.11994, -1.17746], [0.25476, -0.49591, 1.05767], [0.16563, -1.22285, -0.19513], [-0.42641, 3.78868, 4.40375], [1.12362, -1.71516, -0.38820], [-0.64419, -1.95403, -0.10823]], "atomic_forces_ev_per_a": [[0.581, -0.043, 1.732], [-0.530, -0.329, 2.616], [0.011, -0.150, -0.730], [-0.193, 0.893, 0.760], [-0.117, 0.300, -3.736], [0.216, -0.572, 0.055], [0.063, -0.280, -0.464], [0.026, -0.138, -0.173], [-0.256, 0.132, 0.001], [0.200, 0.186, -0.061]], "nbo_charge": [-0.3670, 0.2243, -0.4916, 0.4249, 0.3874, -0.4687, -0.1834, 0.9970, 0.2463, 0.2309]}